(1)
{
  "formula": "CCl4NOP",
  "method": "the ωB97M-V functional and the def2-TZVPD basis",
  "de_lowest_kj_mol": 353.9,
  "lumo_ev": -0.905,
  "orbital_gap_ev": 8.87,
  "charge": 0,
  "elements": ["C", "N", "O", "P", "Cl", "Cl", "Cl", "Cl"],
  "positions_angstrom": [[0.782967, -0.807738, 0.429088], [-1.969529, -0.108320, 0.359741], [0.719428, 0.316891, 0.834140], [-1.251494, 1.154240, 0.213374], [1.663942, -1.927323, 1.370361], [0.065576, -1.376576, -0.959875], [-1.015262, 2.831343, 1.459661], [-0.631275, 2.015622, -1.497871]],
  "forces_ev_per_angstrom": [[0.8, 0.0, 0.9], [-1.4, -0.4, 0.4], [0.2, 0.7, -0.3], [-0.1, 2.4, 0.5], [0.2, -0.6, 0.0], [0.4, -0.9, -0.9], [-0.1, -1.2, -0.6], [0.1, -0.1, 0.0]]
}

---

(2)
{
  "formula": "C5H11N",
  "method": "the ωB97M-V functional and the def2-TZVPD basis",
  "smiles": "CCN1C[C@@H]1C",
  "de_lowest_kj_mol": 180.7,
  "lumo_ev": 1.237,
  "orbital_gap_ev": 10.24,
  "charge": 0,
  "elements": ["C", "C", "N", "C", "C", "C", "H", "H", "H", "H", "H", "H", "H", "H", "H", "H", "H"],
  "positions_angstrom": [[-2.530704, -0.041525, -0.323003], [-1.210961, -0.581053, 0.315245], [-0.042571, -0.015624, -0.365738], [0.550137, 1.262320, 0.076115], [1.202227, -0.074211, 0.328567], [2.539261, -0.484976, -0.332516], [-2.612211, -0.415933, -1.327875], [-2.743669, 1.035137, -0.405082], [-3.376249, -0.473291, 0.270743], [-1.160754, -1.629421, 0.257965], [-1.135408, -0.303347, 1.427618], [0.138816, 1.879885, 0.916226], [0.808990, 1.914331, -0.849723], [1.165453, -0.338293, 1.404638], [2.527649, -1.610134, -0.674331], [2.573074, 0.135519, -1.204076], [3.306915, -0.259390, 0.485224]],
  "forces_ev_per_angstrom": [[-0.5, -0.9, 1.1], [-0.2, 3.4, 1.0], [-0.2, -0.2, 0.1], [-0.2, 1.0, -1.5], [1.0, 0.4, 0.7], [-1.1, -1.5, 1.2], [0.0, -0.3, -0.5], [0.8, -0.2, 0.5], [0.5, 0.3, -0.5], [0.0, -1.4, -0.3], [-0.4, -0.3, -1.2], [0.2, -1.0, -0.7], [-0.1, -1.2, 1.8], [-0.2, -0.1, -0.5], [0.2, 2.1, 0.9], [0.8, 0.3, -0.6], [-0.6, -0.4, -1.7]]
}

---

| no. | calculated total energy (eV) |
| --- | --- |
| 1 | -63951.44608 |
| 2 | -6851.65527 |